Record 1
A single C5H12O2P2 molecule. Source: OMol25; level of theory: ωB97M-V/def2-TZVPD.

The HOMO energy comes out at -8.770 eV. The calculation puts the lowest unoccupied orbital energy at 0.874 eV. For the energy above the lowest of the compared OMol25 structures with the same formula, charge and spin, the calculation gives 50.3 kcal/mol. As for the orbital gap: 0.35439 Eh.

Positions of all 21 atoms, in Å:
C: 2.4082 -0.6776 0.7636
P: 0.6824 -0.0681 1.0289
C: 0.7097 1.3818 -0.1002
C: -1.0023 1.9145 -0.3252
O: -1.5837 2.1707 0.8986
P: -1.9632 0.6906 -1.3507
C: -1.6332 -0.8878 -0.4182
C: -0.1704 -1.2516 -0.1654
O: -0.0578 -2.5569 0.3643
H: 2.7870 -0.3944 -0.2185
H: 2.3989 -1.7638 0.8556
H: 3.0597 -0.2659 1.5348
H: 1.1168 1.1637 -1.0862
H: 1.2072 2.2285 0.3641
H: -0.9454 2.8652 -0.8582
H: -1.5941 1.3599 1.4247
H: -0.9478 0.5083 -2.2992
H: -2.0979 -1.6865 -1.0096
H: -2.1821 -0.8403 0.5318
H: 0.3784 -1.2791 -1.1166
H: -0.5704 -2.6111 1.1816

Record 2
A molecular structure, C5H12O2PS. Source: OMol25; level of theory: ωB97M-V/def2-TZVPD.

The HOMO energy comes out at -3.760 eV. The calculation puts the lowest unoccupied orbital energy at 3.585 eV. For the energy above the lowest of the compared OMol25 structures with the same formula, charge and spin, the calculation gives 22.2 kcal/mol. The charge is -1. As for the orbital gap: 0.26994 Eh.

Positions of all 21 atoms, in Å:
C: 0.9754 -0.4945 -2.2673
C: 1.5838 1.0588 1.6728
C: 0.7834 -0.7553 -0.7831
C: 0.2463 0.3984 1.4305
C: -0.0737 0.3279 -0.0649
O: -2.2659 -1.7387 1.2741
O: -2.8281 -0.9158 -1.1859
P: -2.3107 -0.5677 0.3871
S: -3.2992 0.9821 1.0817
H: 0.0704 -0.4728 -2.7837
H: 1.4437 0.5339 -2.3147
H: 1.6071 -1.2396 -2.6282
H: 1.8396 1.9022 0.9986
H: 1.6679 1.5442 2.6912
H: 2.4587 0.4428 1.8524
H: 1.7270 -0.9591 -0.2042
H: 0.0828 -1.6403 -0.7548
H: 0.1395 -0.6158 1.8660
H: -0.5628 0.9232 1.8374
H: -0.1175 1.2712 -0.6170
H: -3.1677 0.0149 -1.4879

Record 3
2 unconnected molecules or ions with the total composition C5H12O2S. Source: OMol25; level of theory: ωB97M-V/def2-TZVPD.

The HOMO energy comes out at -7.565 eV. The calculation puts the lowest unoccupied orbital energy at 0.641 eV. For the energy above the lowest of the compared OMol25 structures with the same formula, charge and spin, the calculation gives 79.3 kcal/mol. As for the orbital gap: 0.30157 Eh.

Positions of all 20 atoms, in Å:
C: 0.2097 1.3537 -1.3055
C: -0.0672 2.1199 1.1281
C: -0.3725 -1.8926 -0.9030
C: -0.3826 1.0470 0.0205
C: 0.3264 -0.1874 0.5044
O: -0.0776 -0.8724 1.5721
O: 1.7363 -0.2675 0.3363
S: -0.3353 -3.4429 0.0362
H: 1.2858 1.4699 -1.1905
H: -0.3298 2.2393 -1.6955
H: 0.0504 0.4794 -1.9559
H: -0.0219 3.0785 0.6792
H: -0.5458 2.0477 2.1030
H: 0.9067 1.9558 1.3895
H: 0.5001 -1.8524 -1.5676
H: -1.4017 -1.7296 -1.3381
H: -1.4403 0.7968 -0.0904
H: -0.3327 -1.8311 1.2500
H: 1.9884 -1.0717 0.8610
H: -1.6966 -3.4404 0.1662

Record 4
A molecular structure, C5H12O2S2. Source: OMol25; level of theory: ωB97M-V/def2-TZVPD.

The HOMO energy comes out at -8.922 eV. The calculation puts the lowest unoccupied orbital energy at 0.427 eV. For the energy above the lowest of the compared OMol25 structures with the same formula, charge and spin, the calculation gives 62.1 kcal/mol. As for the orbital gap: 0.34355 Eh.

Positions of all 21 atoms, in Å:
C: 1.1611 0.7019 1.1466
C: 0.4162 1.4408 -1.1641
C: -1.2902 0.7261 0.5097
C: 0.1087 0.5546 0.0313
C: 0.3695 -1.3530 -0.4142
O: 0.3389 -2.0367 0.8716
O: 1.5604 -1.5195 -1.0565
S: -0.6339 -3.4223 -2.5358
S: -0.9032 -1.6032 -1.6275
H: 0.8844 -0.0418 1.9126
H: 2.1506 0.5786 0.5509
H: 1.0890 1.7091 1.5251
H: 1.0240 0.9272 -1.8807
H: -0.5780 1.7731 -1.4918
H: 0.9051 2.2989 -0.8153
H: -2.0678 0.2418 -0.0873
H: -1.5153 1.7002 0.6239
H: -1.4582 0.2234 1.4948
H: 0.9289 -2.7939 0.7408
H: 1.4637 -1.3023 -1.9537
H: -1.7641 -4.0566 -2.1569

Record 5
2 unconnected molecules or ions with the total composition C5H12O3PS. Source: OMol25; level of theory: ωB97M-V/def2-TZVPD.

The HOMO energy (alpha / beta) comes out at -13.502 / -13.172 eV. The calculation puts the lowest unoccupied orbital energy (alpha / beta) at -7.588 / -5.885 eV. For the energy above the lowest of the compared OMol25 structures with the same formula, charge and spin, the calculation gives 79.5 kcal/mol. The charge is +1. As for the orbital gap (alpha / beta): 0.21735 / 0.26779 Eh.

Positions of all 22 atoms, in Å:
C: 0.3920 1.7438 -0.3252
C: -1.1400 1.5930 -0.8235
C: 0.6546 0.8210 0.8455
C: 2.1068 0.9000 1.2226
C: -2.0190 -2.2510 0.9296
O: -1.5896 0.1782 -0.9664
O: 0.1670 -0.5330 0.6411
O: -1.3347 -2.2644 -0.2752
P: -0.5070 -0.9844 -0.7196
S: 2.0726 -1.9383 -3.4278
H: 1.0213 1.5963 -1.2769
H: 0.5603 2.7158 -0.0206
H: -1.8483 2.0899 -0.2399
H: -1.1371 2.0456 -1.8858
H: 0.0240 1.3100 1.6097
H: 2.6946 0.2967 0.5205
H: 2.1318 0.6652 2.3301
H: 2.5208 1.9146 1.1596
H: -2.9674 -2.7430 0.5704
H: -2.2193 -1.1909 1.1435
H: -1.4876 -2.9291 1.6213
H: 1.9044 -3.0362 -2.6332

Record 6
A molecular structure, C5H12O3Si. Source: OMol25; level of theory: ωB97M-V/def2-TZVPD.

The HOMO energy comes out at -8.265 eV. The calculation puts the lowest unoccupied orbital energy at 0.526 eV. For the energy above the lowest of the compared OMol25 structures with the same formula, charge and spin, the calculation gives 78.4 kcal/mol. As for the orbital gap: 0.32306 Eh.

Positions of all 21 atoms, in Å:
C: -2.2796 -0.2816 -0.8117
C: -0.9895 1.9715 -0.3681
C: 2.1982 0.6646 0.3739
C: 0.6899 -2.1769 0.6848
C: -0.8883 0.5896 0.1926
O: -3.1052 -0.9021 -0.2654
O: -1.1205 0.5630 1.6684
O: 0.6063 -0.8258 -1.8248
Si: 0.6803 -0.4931 -0.2113
H: -1.9034 -0.1800 -1.8253
H: -0.0871 2.5672 -0.1149
H: -1.0368 1.9114 -1.4570
H: -1.9680 2.6136 -0.0853
H: 3.0649 0.4159 0.8712
H: 2.5235 1.1809 -0.5071
H: 1.7031 1.4679 0.9964
H: 0.1841 -1.9062 1.6297
H: 0.1166 -2.8291 0.1219
H: 1.6796 -2.4337 0.8935
H: -1.0427 -0.3087 2.0265
H: 0.9745 -1.6084 -1.9880

Question: Which formula does entry 6 have?
Answer: C5H12O3Si